[1]
C36H45Cl3MnN3O2 | ωB97M-V with the def2-TZVPD basis set

Its spin multiplicity is 6. The net charge is -1. Its frontier orbital gap (alpha / beta) is 6.6 / 5.6 eV. Its highest occupied orbital energy (alpha / beta) is -4.506 / -5.310 eV.

Geometry as XYZ:
```
90
Properties=species:S:1:pos:R:3:forces:R:3:lowdin_charge:R:1
Mn -0.7001 -0.0879 -0.1391 0.2070 -0.9404 1.0775 0.799
C 1.2422 2.8828 6.6048 0.0169 0.0537 0.0389 -0.072
C 1.2827 1.5169 5.9195 -0.0213 0.0174 -0.0776 -0.557
C 0.3505 0.5699 6.6866 -0.0610 -0.0231 0.0103 -0.049
C 2.7170 0.9772 6.0010 0.0618 -0.0184 0.0069 -0.049
C 0.8557 1.5924 4.4493 -0.0141 0.0708 -0.0036 -0.165
C 0.7856 0.4378 3.7096 -0.0180 0.0354 -0.1940 0.037
C 0.4064 0.4860 2.3527 0.1244 -0.3361 0.1395 -0.151
N 0.3133 -0.5364 1.4596 -0.2304 0.0901 -0.2531 0.067
C 0.6856 -1.8626 1.5126 0.0056 0.2529 0.2646 -0.164
C 1.3269 -2.5336 2.5529 -0.0536 0.0014 -0.1266 0.040
C 1.5157 -3.9048 2.4813 0.0116 0.0260 0.0021 -0.168
C 1.0315 -4.5619 1.3548 0.0047 -0.1216 -0.0328 0.017
C 0.4257 -3.9300 0.2628 0.1552 -0.2027 -0.0275 -0.099
C 0.3211 -2.5393 0.3158 -0.0658 0.1824 -0.3591 -0.271
O -0.1279 -1.7771 -0.6839 -0.0107 -0.1274 0.2993 -0.158
C -0.0619 -4.8244 -0.8879 0.0600 0.0915 0.0432 -0.531
C -1.0363 -5.8701 -0.3218 -0.0193 -0.0478 0.0295 -0.046
C -0.7927 -4.0786 -2.0085 -0.0471 -0.0559 -0.0506 -0.053
C 1.1442 -5.5446 -1.5066 0.0468 -0.0290 -0.0673 -0.048
C 2.2354 -4.6184 3.6268 -0.0095 0.0254 -0.0361 -0.557
C 2.3033 -6.1296 3.4120 0.0245 -0.0803 0.0097 -0.071
C 3.6691 -4.0796 3.7334 0.0551 -0.0025 -0.0018 -0.048
C 1.5035 -4.3540 4.9501 -0.0394 0.0189 0.0229 -0.048
C 0.0209 1.7202 1.7562 -0.1135 0.1308 -0.2691 -0.257
O -0.3981 1.6870 0.5173 0.0663 0.0202 0.0884 -0.144
C 0.1055 2.9151 2.5026 0.0366 0.0790 0.2110 -0.084
C 0.5298 2.8101 3.8154 -0.0122 0.0606 0.0229 0.034
C -0.2958 4.2480 1.8729 0.0185 -0.0579 -0.0178 -0.538
C -0.0794 5.4229 2.8281 -0.0013 0.0359 0.0400 -0.077
C 0.5463 4.5080 0.6157 0.0520 0.0351 -0.0528 -0.040
C -1.7849 4.2082 1.4992 -0.0746 0.0223 0.0041 -0.037
H 1.5212 2.7694 7.6552 -0.0007 0.0052 -0.0182 0.081
H 0.2441 3.3255 6.5691 0.0104 -0.0367 0.0102 0.087
H 1.9422 3.5878 6.1500 -0.0110 -0.0322 -0.0037 0.086
H 0.6412 0.5241 7.7401 -0.0028 -0.0027 -0.0217 0.081
H 0.3858 -0.4450 6.2859 0.0039 0.0346 0.0078 0.072
H -0.6851 0.9122 6.6283 0.0267 0.0062 0.0042 0.092
H 3.0512 0.9262 7.0416 -0.0170 0.0054 -0.0185 0.082
H 3.4056 1.6201 5.4481 -0.0206 -0.0054 0.0151 0.090
H 2.7863 -0.0266 5.5758 -0.0065 0.0311 0.0079 0.073
H 0.9797 -0.5070 4.1846 0.0207 -0.0746 0.0008 0.084
H 1.6993 -1.9921 3.4035 -0.0048 0.0607 0.0563 0.085
H 1.1378 -5.6381 1.3058 -0.0007 0.0522 -0.0111 0.090
H -1.8889 -5.3840 0.1584 0.0097 0.0051 -0.0349 0.077
H -0.5622 -6.5253 0.4134 -0.0206 0.0348 -0.0403 0.073
H -1.4135 -6.4974 -1.1343 0.0047 0.0123 0.0275 0.083
H -1.6717 -3.5491 -1.6421 0.0021 -0.0133 0.0315 0.087
H -1.1182 -4.8201 -2.7448 -0.0103 0.0421 -0.0044 0.083
H -0.1582 -3.3494 -2.5067 0.0212 -0.0214 0.0105 0.087
H 1.6800 -6.1540 -0.7754 -0.0242 0.0211 0.0047 0.073
H 1.8489 -4.8230 -1.9256 -0.0217 -0.0048 0.0094 0.092
H 0.8131 -6.2042 -2.3143 -0.0008 0.0250 0.0176 0.082
H 2.8594 -6.3869 2.5073 -0.0105 0.0295 0.0222 0.085
H 1.3086 -6.5758 3.3380 0.0115 0.0348 0.0168 0.087
H 2.8144 -6.5924 4.2598 -0.0063 -0.0017 -0.0204 0.082
H 4.2193 -4.2580 2.8067 -0.0211 -0.0008 0.0193 0.090
H 4.2051 -4.5688 4.5524 -0.0270 0.0024 -0.0167 0.082
H 3.6766 -3.0042 3.9224 -0.0051 -0.0271 -0.0061 0.075
H 0.4613 -4.6751 4.8886 0.0230 -0.0077 -0.0038 0.091
H 1.5092 -3.2925 5.2086 -0.0048 -0.0370 -0.0222 0.070
H 1.9864 -4.8979 5.7668 -0.0011 0.0142 -0.0110 0.081
H 0.5927 3.7153 4.3990 0.0009 0.0144 -0.0023 0.081
H 0.9673 5.5179 3.1287 -0.0099 -0.0124 -0.0191 0.085
H -0.6902 5.3404 3.7310 -0.0008 -0.0175 -0.0278 0.082
H -0.3643 6.3470 2.3202 0.0030 -0.0156 0.0097 0.082
H 1.6090 4.5481 0.8703 -0.0182 0.0091 -0.0048 0.089
H 0.2649 5.4703 0.1781 0.0142 -0.0236 0.0069 0.083
H 0.4007 3.7330 -0.1340 -0.0074 0.0322 0.0403 0.078
H -2.3997 4.0687 2.3929 0.0208 -0.0005 -0.0188 0.088
H -2.0010 3.3996 0.8029 0.0315 0.0168 0.0146 0.080
H -2.0717 5.1560 1.0336 -0.0010 -0.0295 0.0049 0.083
N -2.2249 -0.4730 0.6380 -0.2482 0.4281 0.1169 0.043
C -3.0771 -1.3944 1.1480 0.5036 0.1600 -0.2968 -0.348
C -2.7317 -2.7064 1.5363 -0.0789 -0.2266 0.0661 -0.018
C -3.6764 -3.5502 2.1016 0.0850 0.0793 -0.0761 -0.102
C -4.9930 -3.1379 2.2771 0.0260 0.0148 -0.0113 -0.117
C -5.3535 -1.8480 1.8911 0.0778 0.0724 -0.0305 -0.109
C -4.4163 -0.9891 1.3507 -0.2302 0.0225 0.0668 -0.042
H -1.7171 -3.0517 1.4054 -0.0272 0.0009 0.0038 0.086
H -3.3768 -4.5482 2.4010 -0.0083 -0.0038 0.0015 0.095
H -5.7270 -3.8076 2.7079 0.0148 0.0061 -0.0048 0.089
H -6.3741 -1.5067 2.0195 0.0036 -0.0172 0.0098 0.094
H -4.6829 0.0206 1.0639 0.0074 -0.0260 -0.0043 0.104
Cl -2.6854 2.9825 -4.1829 -0.0334 0.0207 -0.0310 0.583
C -2.1441 1.3504 -4.1537 0.2341 -0.1601 0.4140 -1.394
Cl 0.1214 1.4679 -5.2239 -0.0189 -0.0031 0.0248 -0.208
Cl -2.9888 0.2169 -5.1325 -0.0230 0.0110 -0.0246 0.584
C -1.7150 0.8783 -2.9023 -0.3158 0.2012 -0.5821 -0.319
N -1.3592 0.4915 -1.8784 -0.0731 0.0882 -0.4153 0.152
```
Forces are in eV/Å.

---

[2]
C36H45Cl5NO3PtSe | ωB97M-V with the def2-TZVPD basis set

Its spin multiplicity is 5. Its energy above the lowest of the compared OMol25 structures with the same formula, charge and spin is 1883.3 kJ/mol. The net charge is +1. Its frontier orbital gap (alpha / beta) is 6.1 / 5.0 eV. Its highest occupied orbital energy (alpha / beta) is -10.050 / -10.050 eV.

Geometry as XYZ:
```
92
Properties=species:S:1:pos:R:3:forces:R:3:lowdin_charge:R:1
Pt 2.1570 -0.1441 -1.4805 -0.1945 0.2251 1.0577 0.906
C -3.8937 2.7554 0.9669 -0.0456 -0.0027 -0.0010 -0.044
C -3.7029 3.2188 -0.4842 0.0954 -0.0163 -0.0251 -0.557
C -3.3609 4.7144 -0.4997 -0.0388 0.0169 -0.0179 -0.044
C -5.0158 3.0111 -1.2380 0.0016 0.0221 0.0092 -0.061
C -2.5509 2.4263 -1.1052 -0.0664 -0.0115 -0.0219 -0.157
C -1.2801 2.5159 -0.5667 0.0679 -0.0297 -0.1729 -0.056
C -0.2668 1.7398 -1.1065 0.0288 0.0402 0.0046 -0.400
Se 1.4799 1.8245 -0.3397 -0.5056 0.0713 0.2361 1.202
C 1.0713 0.9415 1.3354 0.1419 -0.1125 -0.0329 -0.338
C 1.0777 1.7163 2.4527 0.0415 -0.1106 0.1055 -0.049
C 0.8020 1.1379 3.7181 0.0005 -0.0224 -0.1586 -0.114
C 0.7294 -0.2629 3.7883 -0.0303 0.0915 0.1378 0.023
C 0.7094 -1.1023 2.6997 0.0556 -0.0342 0.1350 -0.047
C 0.6893 -0.4871 1.3772 -0.1899 0.5421 -0.1002 -0.354
O 0.2999 -1.0616 0.3559 0.1322 -0.0721 0.1257 0.037
C 0.7167 -2.6119 2.9381 -0.2881 -0.0358 -0.0491 -0.531
C 2.0734 -2.9599 3.5695 0.0555 -0.0525 -0.0858 -0.032
C 0.5200 -3.4719 1.6850 0.4019 0.0075 -0.1050 -0.047
C -0.4125 -2.9818 3.9137 0.0290 -0.0067 0.0726 -0.036
C 0.6098 1.9757 4.9702 0.0943 -0.0148 0.0085 -0.555
C 0.5087 3.4679 4.6489 0.0239 -0.0106 0.0133 -0.056
C 1.8030 1.7476 5.9125 -0.0083 0.0058 -0.0083 -0.030
C -0.6886 1.5389 5.6671 -0.0131 0.0057 -0.0209 -0.033
C -0.4345 0.8450 -2.1547 0.2803 -0.2317 -0.2706 -0.331
O 0.5882 0.0723 -2.6150 -0.5136 0.1368 -0.0839 -0.312
C -1.7073 0.7935 -2.7638 -0.1210 0.0845 -0.0364 -0.070
C -2.7114 1.5819 -2.2091 0.1257 0.0225 0.0694 0.052
C -1.9911 -0.1005 -3.9753 0.1473 0.0105 0.1375 -0.527
C -1.0138 0.2441 -5.1091 0.0168 -0.0547 -0.0235 -0.029
C -3.4134 0.0675 -4.5091 0.0141 0.0327 -0.0130 -0.062
C -1.8174 -1.5613 -3.5509 -0.0075 -0.0228 -0.0034 -0.052
H -4.7105 3.3081 1.4362 0.0123 0.0033 0.0014 0.088
H -4.1349 1.6914 1.0048 0.0055 -0.0001 0.0028 0.092
H -2.9915 2.9196 1.5596 -0.0029 0.0000 0.0040 0.071
H -4.1974 5.2964 -0.1076 0.0157 -0.0043 0.0201 0.088
H -2.4854 4.9353 0.1131 0.0058 0.0009 -0.0079 0.076
H -3.1572 5.0548 -1.5163 -0.0040 0.0043 -0.0004 0.093
H -5.8077 3.5806 -0.7493 0.0044 -0.0011 -0.0034 0.089
H -4.9465 3.3592 -2.2703 -0.0051 -0.0111 -0.0053 0.092
H -5.3174 1.9621 -1.2431 -0.0080 0.0004 -0.0018 0.089
H -1.0621 3.1720 0.2684 -0.0295 -0.0075 0.0121 0.110
H 1.2957 2.7732 2.3758 -0.0436 0.0082 0.0081 0.102
H 0.6622 -0.7062 4.7747 -0.0056 0.0264 -0.0486 0.110
H 2.8922 -2.7219 2.8834 0.0002 -0.0080 0.0144 0.083
H 2.2443 -2.4136 4.4971 -0.0067 0.0067 0.0099 0.084
H 2.1143 -4.0285 3.7876 0.0037 0.0093 0.0118 0.092
H 1.2241 -3.2069 0.8884 -0.1358 -0.0559 0.0804 0.048
H 0.7031 -4.5167 1.9478 -0.0736 0.0268 0.0622 0.092
H -0.4812 -3.3868 1.2734 -0.0373 0.0653 -0.0487 0.095
H -0.2670 -2.5433 4.9012 -0.0270 -0.0305 0.0042 0.077
H -1.3767 -2.6490 3.5281 -0.0121 -0.0184 0.0012 0.099
H -0.4481 -4.0656 4.0351 0.0019 0.0107 0.0075 0.093
H 1.4476 3.8678 4.2617 -0.0055 0.0030 -0.0118 0.087
H -0.2840 3.6713 3.9261 -0.0102 0.0086 0.0098 0.090
H 0.2753 4.0164 5.5615 0.0068 0.0074 -0.0014 0.092
H 2.7379 2.0499 5.4372 0.0035 0.0003 0.0070 0.092
H 1.6750 2.3414 6.8188 -0.0008 -0.0079 0.0075 0.093
H 1.8908 0.7002 6.2045 -0.0040 -0.0002 0.0040 0.083
H -1.5434 1.6358 4.9955 -0.0065 0.0129 0.0079 0.095
H -0.6431 0.5053 6.0100 -0.0028 0.0059 0.0032 0.080
H -0.8658 2.1710 6.5380 0.0072 -0.0059 0.0089 0.092
H -3.6851 1.5313 -2.6661 -0.0446 0.0018 0.0033 0.086
H -1.1376 1.2828 -5.4221 -0.0028 0.0001 -0.0116 0.094
H 0.0202 0.0976 -4.8003 -0.0144 0.0055 -0.0277 0.068
H -1.2116 -0.3967 -5.9722 -0.0169 0.0160 -0.0046 0.088
H -3.6077 1.0880 -4.8451 -0.0056 0.0031 0.0000 0.092
H -3.5465 -0.5951 -5.3658 0.0049 0.0054 -0.0014 0.090
H -4.1635 -0.2057 -3.7650 -0.0118 -0.0076 -0.0079 0.087
H -0.8361 -1.7234 -3.1142 0.0243 -0.0444 0.0230 0.049
H -2.5707 -1.8376 -2.8102 -0.0077 -0.0100 -0.0090 0.098
H -1.9321 -2.2175 -4.4170 -0.0098 -0.0142 0.0070 0.079
Cl 3.5421 -2.2668 -1.4423 -1.0685 -1.5058 -1.8403 0.687
C 2.2116 -2.3153 -2.2698 -3.6010 -0.0947 1.4488 -0.442
C 1.8008 -2.4601 -3.6362 3.6945 0.6802 -1.0833 -0.284
C 2.7696 -1.8750 -4.6621 -0.1941 0.3209 0.3639 -0.544
Cl 4.1113 -0.8263 -4.2145 -0.8880 -0.1465 -1.0472 0.798
C 2.5438 -2.3951 -5.8819 0.0160 -0.0164 -0.1326 -0.743
Cl 3.3506 -2.0938 -7.3487 -0.0114 0.0114 0.0663 0.738
C 1.4634 -3.3347 -5.7105 -0.0784 0.0609 -0.1488 -0.691
Cl 0.8062 -4.2633 -6.9403 -0.0086 0.0200 0.0136 0.805
C 1.0796 -3.3844 -4.3506 -0.5014 -0.0608 0.6332 -0.689
Cl -0.0597 -4.4848 -3.7188 0.0460 -0.0501 0.0060 0.757
C 4.5200 -3.6018 -1.4533 1.2088 -0.2831 0.6039 -0.009
C 4.4847 -1.2025 -0.4019 2.5521 2.4086 1.3156 -0.654
N 5.7103 -1.3778 0.0897 0.1823 -0.1565 -0.2764 0.202
O 3.8476 -0.1700 -0.1376 -0.9241 -0.7879 -0.7333 -0.133
H 5.0247 -4.5509 -1.5435 -0.2563 -0.1274 -0.1318 0.058
H 4.1923 -1.6543 -2.5744 0.7565 -0.5752 1.0639 -0.039
H 2.7874 -2.6266 -0.2294 -0.1097 0.2331 -1.3494 0.123
H 6.3889 -1.9399 -0.4004 -0.1312 -0.3092 0.1383 0.122
H 6.0786 -0.5646 0.5713 0.0236 -0.0999 0.0768 0.143
```
Forces are in eV/Å.

---

| no. | energy (eV) | maximum force (eV/A) |
| --- | --- | --- |
| 1 | -115516.34464 | 1.445 |
| 2 | -176873.39246 | 3.910 |